No. 1
Molecular formula: C29H51BBrN3O5P
Method: DFT, the ωB97M-V functional and the def2-TZVPD basis

## Properties
Molar mass, u: 643.4
HOMO level, eV: -10.53
Kohn-Sham gap, eV: 6.8464
Charge: +1
LUMO, eV: -3.684

CARTESIAN COORDINATES (ANGSTROEM)
C -1.94807 -2.22035 1.20599
C -0.78735 -2.04094 0.25326
C 0.08253 -0.62255 0.13256
C 1.39707 -1.10262 -0.67477
C 1.43625 -0.86305 -2.28682
C 0.67880 -1.85932 -3.39020
C 0.69192 -1.56274 -5.03098
C 1.45680 -0.24273 -5.67375
C 1.48915 0.16008 -7.26526
C 2.24983 0.74186 -4.59935
C 2.23077 0.44424 -2.96258
C 0.69617 -0.24890 1.63477
C 1.74582 -1.22838 2.37947
C 1.09063 -1.85210 3.78697
C 2.25343 -2.91828 4.34254
C 3.54372 -2.10157 5.02113
C 4.93447 -2.26842 4.15509
O 5.15980 -1.18405 3.17588
C 5.85702 -1.66473 1.97213
C 6.79987 -0.41265 1.44420
N 0.90428 1.26214 1.59103
C 2.14748 1.79269 0.93427
C 2.40350 3.40229 1.06886
C 4.00269 3.66029 0.65534
Br 1.33147 4.50028 -0.26290
C -0.44733 1.65944 0.95925
N -1.11293 2.69003 1.53914
C -2.46909 3.04848 1.00792
P -0.52357 3.66999 2.95072
O 0.06633 2.78918 4.12280
N -0.63913 0.66791 -0.11671
C -1.42559 0.90187 -1.34925
B -3.00831 0.34358 -1.30027
O -3.60116 -0.26091 -2.53975
O -3.86573 0.35369 -0.10383
H -2.91971 -2.81704 0.91955
H -1.93512 -1.71032 2.26714
H -0.57847 -2.98688 -0.44425
H 2.43867 -0.69242 -0.25889
H 1.48240 -2.28488 -0.51844
H 0.07635 -2.83117 -3.05411
H 0.13088 -2.26983 -5.81100
H 1.51834 -0.76763 -7.97914
H 2.41871 0.88180 -7.41585
H 0.53834 0.83141 -7.53084
H 2.82535 1.66455 -5.07989
H 2.82253 1.22609 -2.30270
H -0.26285 -0.31217 2.34426
H 2.12274 -2.16058 1.78472
H 2.66070 -0.56124 2.75398
H 0.19019 -2.52857 3.45268
H 0.82072 -1.02663 4.57034
H 1.78911 -3.65323 5.15797
H 2.67166 -3.60111 3.46029
H 3.72539 -2.53590 6.10026
H 3.20196 -0.98399 5.12678
H 5.83233 -2.19360 4.93363
H 5.01190 -3.34796 3.68467
H 5.07366 -1.86951 1.09675
H 6.51499 -2.61772 2.15506
H 6.28388 0.17091 0.56412
H 7.03235 0.31212 2.33686
H 7.82376 -0.83497 1.03146
H 3.07584 1.25023 1.43508
H 2.22183 1.53245 -0.22854
H 2.31270 3.80913 2.17584
H 4.08500 4.62343 -0.02755
H 4.59439 3.78395 1.67040
H 4.43616 2.75552 0.02107
H -2.57043 3.15219 -0.14815
H -3.24748 2.30592 1.50445
H -2.75101 4.11988 1.45430
H 0.36708 4.73607 2.50230
H -1.69655 4.36903 3.49391
H -1.37798 2.06895 -1.59818
H -1.00660 0.39468 -2.34623
H -4.38393 0.27877 -2.85560
H -3.31732 0.19737 0.74425
C -8.61277 -1.46392 -2.27039
C -8.07460 -0.68992 -1.09479
C -7.04722 0.20737 -1.74977
O -7.51116 0.46812 -3.08165
C -8.59784 -0.42304 -3.36838
H -9.60500 -1.88913 -2.09960
H -7.92709 -2.28194 -2.52145
H -8.87375 -0.08277 -0.65344
H -7.65109 -1.32097 -0.30934
H -6.07509 -0.29111 -1.82614
H -6.91387 1.15210 -1.21482
H -9.52146 0.16600 -3.36894
H -8.46304 -0.86162 -4.36094

---

No. 2
Molecular formula: C29H52AlBCl36O5P
Method: DFT, the ωB97M-V functional and the def2-TZVPD basis

## Properties
Molar mass, u: 1825.8
HOMO level, eV: -4.20
Kohn-Sham gap, eV: 5.6301
Charge: -1
LUMO, eV: 1.431

CARTESIAN COORDINATES (ANGSTROEM)
C 5.41541 -1.39166 0.28073
C 4.55869 -1.03109 -0.90794
O 4.07697 0.28686 -0.71414
C 3.93613 1.11013 -1.85733
C 2.49222 1.16136 -2.32627
C 1.71009 2.32997 -1.72952
C 0.20148 2.26343 -1.98520
C -0.68406 2.91093 -0.90150
Al -2.30638 1.73801 -0.52211
C -1.73589 0.41186 0.91352
C -2.88519 0.85751 -2.28985
C -2.47103 -0.60118 -2.50557
C -3.01017 -1.48333 -1.36079
P -3.52656 -3.11348 -1.84370
O -4.06522 -3.21983 -3.21509
O -4.54358 -3.61938 -0.72747
C -5.74965 -2.83535 -0.55388
C -5.80559 -2.23254 0.82700
O -2.29647 -4.08694 -1.63698
C -1.61298 -4.15633 -0.36474
C -0.18394 -3.69179 -0.52589
B -3.96113 3.00579 0.14387
O -4.73825 3.67604 -0.78986
C -4.45674 3.30181 1.62559
C -4.65862 2.02142 2.44486
H 6.41635 -0.96835 0.17060
H 4.95967 -0.94658 1.15733
H 5.51016 -2.47120 0.39384
H 5.13837 -1.09829 -1.83262
H 3.71673 -1.73144 -0.97628
H 4.24002 2.11804 -1.55471
H 4.61986 0.80898 -2.65636
H 2.44256 1.21119 -3.41983
H 1.99417 0.24026 -2.01119
H 1.87847 2.32695 -0.64505
H 2.11315 3.27243 -2.11477
H -0.01705 2.69933 -2.96417
H -0.04289 1.19610 -2.07070
H -0.08464 3.00527 0.01558
H -0.95874 3.93048 -1.19005
H -1.37554 0.98467 1.77738
H -2.58005 -0.18461 1.27698
H -0.92350 -0.27052 0.63597
H -3.97153 0.93336 -2.42871
H -2.44140 1.45216 -3.10023
H -2.86776 -0.98974 -3.44952
H -1.38597 -0.71088 -2.57829
H -3.80492 -0.96624 -0.82346
H -2.22144 -1.60829 -0.61744
H -5.80844 -2.06578 -1.32569
H -6.57625 -3.51826 -0.72388
H -6.84027 -2.02911 1.10737
H -5.24507 -1.30193 0.90249
H -5.40355 -2.94278 1.55010
H -2.13542 -3.55196 0.37780
H -1.66214 -5.19311 -0.03286
H -0.14892 -2.60947 -0.65882
H 0.24725 -4.15660 -1.41251
H 0.40414 -3.94651 0.35494
H -4.40788 3.46616 -1.66545
H -5.40788 3.84854 1.56219
H -3.75751 3.98036 2.12493
H -4.95836 1.18988 1.79968
H -5.43716 2.13203 3.20293
H -3.73596 1.70184 2.93164
C -4.27124 -4.49989 -5.79755
Cl -3.54944 -3.26048 -6.81736
Cl -5.89600 -4.92982 -6.37690
Cl -3.25208 -5.93807 -5.72952
H -4.35183 -4.08769 -4.79204
C 4.84078 -0.85807 4.40491
Cl 5.91460 0.49768 4.09017
Cl 3.42129 -0.74298 3.38358
Cl 5.70053 -2.39234 4.19846
H 4.51002 -0.80550 5.43380
C 9.37093 2.71122 4.88941
Cl 9.24520 1.21368 5.81006
Cl 10.69570 2.62243 3.72742
Cl 7.84824 3.09221 4.09157
H 9.56213 3.52299 5.57814
C 7.40118 6.15926 6.88344
Cl 5.78800 5.47284 7.02161
Cl 8.62673 4.96674 7.34594
Cl 7.70009 6.76028 5.25694
H 7.47915 6.98970 7.57165
C 0.63285 1.85473 5.45516
Cl 0.02113 1.57454 3.83529
Cl 1.33268 0.38350 6.13796
Cl 1.82695 3.15714 5.48239
H -0.19137 2.15232 6.08874
C 3.42165 4.47634 1.76541
Cl 3.90780 5.38275 0.33183
Cl 2.42604 3.10183 1.31683
Cl 4.84894 3.95956 2.67564
H 2.84189 5.13233 2.40097
C 9.25530 -2.48984 8.01889
Cl 8.29346 -2.39063 6.54829
Cl 9.97424 -4.09227 8.19971
Cl 10.50106 -1.23982 8.05723
H 8.59614 -2.32628 8.86051
C -9.30433 -5.15631 0.63829
Cl -8.42422 -6.00230 -0.63214
Cl -8.32590 -5.00957 2.09886
Cl -9.80425 -3.55990 0.07422
H -10.18507 -5.73495 0.88108
C 4.80530 -2.33096 -5.43300
Cl 3.83591 -1.01836 -4.78332
Cl 6.35895 -1.73914 -6.03174
Cl 5.04386 -3.59691 -4.22630
H 4.27246 -2.76438 -6.26836
C -6.76866 -1.44933 -7.24942
Cl -5.90214 -1.22658 -8.77115
Cl -6.13179 -0.41806 -5.97704
Cl -8.50244 -1.17274 -7.47574
H -6.63429 -2.47857 -6.94532
C -10.66758 -0.53367 -2.34379
Cl -11.74971 0.73863 -2.91537
Cl -9.09282 -0.41871 -3.11604
Cl -10.52842 -0.48592 -0.58264
H -11.10554 -1.48558 -2.61303
C 6.50544 4.35772 -2.91176
Cl 6.28737 2.68571 -2.40568
Cl 4.96414 5.08393 -3.36088
Cl 7.30127 5.30007 -1.64753
H 7.14556 4.36630 -3.78320

---

> Which of these has the highest charge?

C29H51BBrN3O5P

---

> The highest Kohn-Sham gap belongs to which entry?

C29H51BBrN3O5P

---

> Among the records above, which one has the highest charge?

C29H51BBrN3O5P